ORCA calculation (wB97M-V/def2-TZVPD) on a 8-piece molecular cluster, C77H77F3N2O8S overall.

The geometry in XYZ format:
```
168
Properties=species:S:1:pos:R:3:forces:R:3:mulliken_charge:R:1
C 6.03061 3.37152 5.14451 0.31 0.43 0.11 -0.915
C 5.26940 3.53598 3.71930 1.21 -2.03 -0.25 0.199
S 4.21519 5.05723 3.63710 -0.06 -0.54 0.26 -0.312
C 2.92880 4.90191 2.29364 -0.20 -0.58 -1.66 -1.200
C 2.82334 3.43798 1.65753 0.44 -2.31 -1.65 -1.042
C 1.74641 2.36229 2.08531 3.03 -0.11 -2.23 0.467
C 0.69705 2.79665 3.20208 -0.74 -0.85 -0.36 -0.056
C 0.50211 1.74191 4.41618 -0.19 0.10 0.34 -0.230
C 1.84330 1.02825 4.92043 1.82 1.09 0.49 0.300
N 1.75580 -0.44644 5.16714 -1.28 2.28 0.43 -0.490
O 2.88860 1.68758 5.13412 -3.71 -2.46 -0.68 -0.532
C 1.80975 0.98302 1.37516 1.44 1.43 -0.25 1.227
C 0.76972 -0.17445 1.73555 -0.18 0.75 -2.40 -0.983
O 1.43996 -1.32945 2.36910 -2.35 -1.65 -0.63 -0.136
C 0.66596 -2.49534 2.20090 0.72 -0.90 0.88 0.754
F 1.09607 -3.46050 3.16499 -1.14 2.76 -2.46 -0.302
F 0.80201 -3.11369 0.94059 -0.25 1.74 2.89 -0.196
F -0.73613 -2.25672 2.41102 3.20 -0.18 -0.43 -0.318
C 2.84747 0.62877 0.23981 0.38 2.65 0.83 0.033
C 2.86695 -0.79971 -0.49341 0.78 0.84 0.52 -0.456
C 3.85162 -1.86139 0.22699 -1.18 -3.42 -1.19 -0.008
O 3.65286 -3.09057 0.00882 0.82 4.57 0.89 -0.536
C 3.86547 1.70033 -0.20630 -1.91 0.88 2.43 0.187
C 3.85625 3.09668 0.52995 -1.77 -1.90 0.40 1.302
C 4.96672 4.14814 0.00691 0.89 0.70 0.56 -0.227
O 5.66884 4.86242 0.75712 -2.57 -2.33 -2.58 -0.508
C 5.14041 4.16285 -1.60017 0.06 -0.21 -2.94 0.619
C 5.28305 5.50893 -2.40109 0.38 -2.66 -1.50 -0.112
C 5.30917 6.95009 -1.68721 1.21 0.00 -0.92 -0.765
O 4.00037 7.39366 -1.21520 -1.13 -1.79 -1.65 -0.474
C 2.95826 6.85819 -2.03967 -3.13 -1.10 -1.84 0.490
C 2.08444 5.68050 -1.47989 -0.72 1.35 -3.08 -0.219
C 0.90871 5.07262 -2.30591 2.27 3.21 -1.49 -0.452
C 0.58112 5.65757 -3.72334 2.97 1.25 2.23 -0.508
C 1.45742 6.81895 -4.28216 0.50 -1.44 3.10 -0.411
C 2.63849 7.43707 -3.45739 -2.19 -2.90 1.42 -0.481
C 5.40015 5.40987 -3.96399 -0.09 -3.67 1.31 0.037
N 5.50417 6.58727 -4.85064 -0.83 -1.08 0.34 -0.555
C 5.37135 4.00466 -4.67373 -0.36 0.00 3.89 -1.081
C 5.23977 2.67901 -3.88378 -0.06 2.63 1.51 0.806
C 5.18554 1.29807 -4.68328 -0.14 0.88 -0.63 -0.335
C 6.37461 1.36972 -5.79813 -0.15 0.64 1.25 -0.547
O 6.67303 0.05757 -6.34513 -2.47 0.25 -0.91 -0.392
C 5.55761 -0.34184 -7.16227 -1.05 0.82 -2.48 0.612
C 4.75918 -1.65383 -6.63428 1.36 1.21 -0.28 -0.727
O 5.22935 0.27571 -8.21392 1.47 -2.35 4.54 -0.566
C 5.12666 2.77302 -2.34290 -0.03 2.38 -0.56 0.077
C 4.94435 1.48264 -1.38927 0.67 -0.86 -0.35 -0.481
O 5.58363 0.41201 -1.55500 -2.45 3.55 0.55 -0.568
H 7.15405 3.14569 4.98078 -1.88 0.41 0.09 0.295
H 5.98149 4.33799 5.75598 0.02 -1.34 -0.81 0.270
H 5.61795 2.51758 5.78021 0.28 1.28 -1.01 0.205
H 4.66663 2.57304 3.56392 0.56 1.61 0.20 0.027
H 6.10407 3.50651 2.92000 -1.57 0.49 1.05 0.222
H 1.93116 5.31481 2.68441 1.52 -0.91 -0.44 0.511
H 3.22558 5.60585 1.42287 -0.31 -1.10 1.50 0.288
H 0.89254 3.81929 3.67309 0.20 -1.58 -0.97 0.159
H -0.32867 2.88968 2.67172 1.55 -0.11 0.89 0.078
H -0.31960 0.95042 4.22652 1.40 1.30 0.09 0.025
H 0.10752 2.35449 5.31714 0.76 -1.04 -1.33 0.436
H 1.56614 -0.54871 6.18920 0.69 -0.02 -0.85 0.319
H 0.86567 -0.75234 4.73071 0.83 0.09 0.32 0.140
H -0.15659 0.17543 2.29807 1.58 -0.45 -0.46 0.100
H 0.38688 -0.57910 0.71874 0.43 0.83 1.58 0.599
H 3.30324 -0.64004 -1.54501 -0.62 -0.28 1.59 0.386
H 1.83233 -1.26275 -0.61633 1.49 0.56 0.34 0.022
H 4.74476 -1.55083 0.88242 -1.31 0.04 -0.90 0.358
H 6.03889 6.98851 -0.80301 -1.36 -0.37 -1.18 0.335
H 5.68501 7.74032 -2.44187 -0.59 -1.51 0.90 0.345
H 2.32303 5.27984 -0.43476 -0.43 0.64 -1.81 0.332
H 0.29927 4.21662 -1.86934 0.95 1.36 -0.68 0.367
H -0.29487 5.22791 -4.32760 1.60 0.80 1.01 0.334
H 1.21383 7.21512 -5.33046 0.49 -0.55 1.85 0.318
H 3.23822 8.29708 -3.90079 -0.87 -1.37 0.81 0.380
H 6.28403 6.50456 -5.51895 -0.31 -0.20 0.70 0.331
H 4.65013 6.56114 -5.44534 0.71 0.23 0.65 0.342
H 5.42744 3.95196 -5.80951 -0.11 0.26 1.77 0.164
H 5.27440 0.36439 -4.03592 0.19 1.53 -0.67 0.307
H 4.15676 1.22923 -5.21342 1.62 0.19 0.76 0.355
H 6.08900 2.09799 -6.63052 0.52 -1.10 1.11 0.335
H 7.30242 1.73508 -5.23100 -1.22 -0.65 -1.13 0.380
H 4.96922 -1.76938 -5.51203 -0.46 0.07 -1.77 0.217
H 3.66122 -1.47178 -6.87908 1.58 -0.50 0.32 0.270
H 5.21924 -2.53208 -7.21404 -0.96 1.19 0.91 0.320
C -3.99305 -2.40665 -2.38354 0.10 -0.02 0.08 -0.063
C -2.90533 -2.98851 -3.02807 0.00 -0.03 0.12 -0.185
C -1.76036 -3.31262 -2.30702 -0.10 0.04 0.04 -0.950
C -1.70640 -3.06385 -0.93855 -0.05 0.06 -0.08 -0.115
C -2.79561 -2.48521 -0.29355 0.01 0.05 -0.12 -0.604
C -3.93734 -2.15255 -1.01637 0.03 -0.01 -0.05 -0.895
H -4.88495 -2.15099 -2.94663 0.05 -0.01 0.06 0.388
H -2.94993 -3.18909 -4.09377 0.03 0.03 0.08 0.563
H -0.91025 -3.76028 -2.81077 -0.07 0.01 0.05 0.466
H -0.81757 -3.32094 -0.37685 -0.19 -0.04 -0.13 0.550
H -2.75412 -2.29281 0.77394 -0.01 -0.02 -0.08 0.471
H -4.78422 -1.69678 -0.51435 0.05 -0.05 -0.04 0.408
C -4.47210 5.30063 3.68520 0.05 -0.11 -0.01 -0.548
C -4.85496 4.31034 2.78553 0.07 0.01 0.05 -0.411
C -4.17003 3.09965 2.74880 0.04 0.04 0.05 -0.527
C -3.10719 2.87567 3.61893 -0.05 0.14 0.01 -0.198
C -2.72648 3.86536 4.52164 -0.07 -0.03 -0.10 -0.142
C -3.40601 5.07892 4.55206 -0.02 -0.03 -0.04 -0.572
H -5.00453 6.24549 3.71123 0.05 -0.08 0.00 0.383
H -5.68787 4.48259 2.11181 0.08 -0.02 0.05 0.370
H -4.46484 2.33032 2.04304 0.01 0.06 0.06 0.441
H -2.57565 1.92957 3.59427 -0.06 0.04 0.01 0.322
H -1.89868 3.68960 5.20161 -0.07 0.04 -0.04 0.366
H -3.10603 5.85163 5.25182 -0.03 -0.05 -0.06 0.525
C -4.44997 6.64511 8.58813 0.06 0.04 0.03 -0.510
C -3.24667 5.99829 8.32403 0.02 0.06 0.04 -0.233
C -2.07221 6.43816 8.92695 -0.08 0.05 0.03 -0.455
C -2.10290 7.51975 9.80234 -0.07 -0.03 -0.05 -0.360
C -3.30684 8.16422 10.06931 0.00 -0.06 -0.05 -0.406
C -4.47973 7.73006 9.45924 0.09 -0.06 -0.02 -0.332
H -5.36494 6.30386 8.11514 0.08 0.02 0.04 0.366
H -3.22405 5.15056 7.64668 -0.02 0.06 0.07 0.510
H -1.13304 5.93781 8.71567 -0.07 0.03 0.03 0.357
H -1.18820 7.85984 10.27627 -0.08 -0.03 -0.04 0.358
H -3.33083 9.00649 10.75313 0.00 -0.07 -0.07 0.350
H -5.41714 8.23617 9.66341 0.07 -0.04 -0.01 0.356
C -7.36178 -7.15903 -3.12498 0.05 0.03 0.06 -0.367
C -6.58127 -6.19515 -3.75602 0.00 -0.01 0.10 -0.577
C -5.65901 -5.45583 -3.02176 -0.09 -0.10 0.02 -0.169
C -5.50995 -5.68713 -1.65751 -0.03 -0.03 -0.04 0.118
C -6.28785 -6.65354 -1.02714 0.00 0.01 -0.09 -0.578
C -7.21684 -7.38668 -1.75954 0.06 0.06 -0.06 -0.507
H -8.08323 -7.73306 -3.69698 0.06 0.05 0.05 0.365
H -6.69251 -6.01946 -4.82115 0.00 -0.02 0.09 0.365
H -5.05545 -4.70035 -3.51212 -0.04 -0.10 0.06 0.281
H -4.78684 -5.11358 -1.08612 -0.03 -0.01 -0.06 0.262
H -6.17049 -6.83501 0.03660 -0.02 0.02 -0.08 0.425
H -7.82695 -8.13617 -1.26681 0.05 0.05 -0.04 0.385
C -4.17530 -0.82963 -7.26509 0.05 0.03 0.06 -0.569
C -3.39322 0.13385 -7.89448 0.00 0.00 0.07 -0.363
C -2.47062 0.87137 -7.15893 -0.04 -0.08 0.06 -0.367
C -2.32317 0.63831 -5.79458 -0.08 -0.05 -0.10 -0.673
C -3.10264 -0.32786 -5.16584 0.00 0.08 -0.04 -0.026
C -4.03171 -1.05888 -5.89981 0.10 0.11 -0.08 -0.145
H -4.89698 -1.40215 -7.83830 0.06 0.05 0.04 0.366
H -3.50345 0.31072 -8.95939 0.00 -0.01 0.10 0.356
H -1.86571 1.62710 -7.64870 -0.04 -0.07 0.03 0.364
H -1.60037 1.20993 -5.22178 -0.06 -0.05 -0.04 0.426
H -2.98641 -0.51041 -4.10295 -0.01 0.04 -0.12 0.372
H -4.64339 -1.80840 -5.40837 0.03 0.04 -0.04 0.280
C -2.33782 -5.60984 1.51791 0.06 -0.09 0.08 -0.792
C -2.68726 -6.95387 1.43264 0.05 0.02 0.02 -0.223
C -1.85205 -7.92627 1.97314 0.04 0.06 0.02 -0.526
C -0.67077 -7.55373 2.60835 -0.07 0.08 -0.05 -0.493
C -0.32273 -6.20908 2.69709 -0.07 -0.06 -0.04 -0.408
C -1.15371 -5.23655 2.14820 -0.05 -0.04 -0.01 0.426
H -2.98802 -4.85242 1.09305 0.05 -0.08 0.02 0.329
H -3.61180 -7.24400 0.94323 0.08 0.02 0.01 0.333
H -2.12180 -8.97477 1.90048 0.01 0.07 0.02 0.487
H -0.02175 -8.31181 3.03410 -0.05 0.06 -0.04 0.374
H 0.59713 -5.91908 3.19343 -0.08 -0.03 -0.07 0.373
H -0.88046 -4.18670 2.21174 -0.42 -0.90 -0.02 0.195
C -3.12869 -13.84817 -0.01123 0.00 0.10 -0.01 -0.362
C -1.84084 -13.32249 -0.04679 -0.06 0.04 -0.01 -0.358
C -1.65168 -11.95275 -0.20228 -0.09 -0.03 0.02 -0.448
C -2.75156 -11.10699 -0.31251 0.00 -0.07 0.01 -0.366
C -4.03949 -11.63227 -0.27322 0.05 -0.05 0.01 -0.386
C -4.22847 -13.00308 -0.12693 0.10 0.03 0.01 -0.426
H -3.27575 -14.91665 0.10664 0.01 0.09 -0.01 0.349
H -0.98351 -13.98123 0.04599 -0.08 0.06 -0.02 0.354
H -0.64741 -11.54384 -0.23665 -0.08 -0.02 0.01 0.369
H -2.60428 -10.03820 -0.42896 -0.01 -0.08 -0.01 0.502
H -4.89699 -10.97231 -0.35759 0.08 -0.05 -0.01 0.412
H -5.23250 -13.41291 -0.10183 0.08 0.03 0.00 0.355
```
Forces are in eV/Å.

E	-4388.947316	Eh
Kohn-Sham gap	6.855	eV
HOMO level	-8.352	eV
ΔE to the lowest compared entry with this formula, charge and spin	1556.16	kJ/mol
max |F|	0.103	Eh/bohr
total charge	0
SMILES string	CCSCc1c(CCC(N)=O)c(COC(F)(F)F)c(CC=O)c2c1C(=O)c1c(COc3ccccc3)c(N)cc(CCOC(C)=O)c1C2=O.c1ccccc1.c1ccccc1.c1ccccc1.c1ccccc1.c1ccccc1.c1ccccc1.c1ccccc1
LUMO level	-1.497	eV